Record 1
The following is a DFT calculation (ωB97M-V/def2-TZVPD) of a cluster of 2 separate species, C3H10N2P2 in total.

```
17
Properties=species:S:1:pos:R:3:forces:R:3
C 0.509 -1.925 0.050 0.029 -0.080 0.108
C -0.122 -0.585 -0.122 0.099 0.189 0.038
N -1.382 -0.484 -0.059 -0.002 -0.622 0.081
N -2.028 0.663 -0.278 0.146 0.917 -0.156
C -3.430 0.672 0.071 -0.082 -0.239 -0.161
H -0.049 -2.494 0.792 0.057 -0.088 -0.041
H 1.547 -1.833 0.367 0.049 -0.039 0.029
H 0.487 -2.473 -0.891 0.086 -0.096 -0.045
H 0.540 0.266 -0.318 -0.177 0.143 -0.087
H -1.512 1.536 -0.181 -0.080 -0.301 0.069
H -3.736 1.669 0.378 0.008 0.029 0.020
H -4.031 0.370 -0.793 -0.085 0.054 0.111
H -3.621 -0.039 0.878 -0.021 0.144 0.032
P 5.037 -0.565 -0.020 -0.178 0.340 0.023
P 4.204 1.186 0.044 0.181 -0.353 -0.064
H 2.933 1.592 0.406 -0.666 -0.297 0.295
H 4.655 2.443 -0.325 0.637 0.302 -0.252
```
Positions in Å, forces in eV/Å.

Values from the calculation:
Net charge: 0
HOMO-LUMO gap, eV: 7.2
Energy above the lowest of the compared OMol25 structures with the same formula, charge and spin, kcal per mole: 51.0
E_HOMO, eV: -8.08
Max |F|, eV Å⁻¹: 0.9

Record 2
The following is a DFT calculation (ωB97M-V/def2-TZVPD) of an isolated molecule of CH3ClOS2.

```
8
Properties=species:S:1:pos:R:3:forces:R:3
C -0.233 0.811 -0.063 -0.641 -0.354 2.354
O -0.036 -1.362 -1.982 -0.344 -0.019 -0.420
S 0.788 -0.568 0.632 -0.379 1.847 2.234
S 0.970 -1.787 -0.985 0.328 -1.002 -1.310
Cl -0.373 -0.333 2.772 -0.082 -0.162 0.331
H 0.469 1.337 -0.614 0.709 0.636 -2.380
H -0.481 1.627 0.699 0.074 -1.935 -0.348
H -1.104 0.275 -0.459 0.334 0.989 -0.461
```
Positions in Å, forces in eV/Å.

Values from the calculation:
2S+1: 3
Expectation value of S²: 2.012
Net charge: 0
HOMO-LUMO gap (alpha / beta), eV: 8.6 / 7.2
Energy above the lowest of the compared OMol25 structures with the same formula, charge and spin, kcal per mole: 8.9
E_HOMO (alpha / beta), eV: -8.41 / -10.29
Max |F|, eV Å⁻¹: 2.9

Record 3
The following is a DFT calculation (ωB97M-V/def2-TZVPD) of a structure of composition C3Ag5O9.

```
17
Properties=species:S:1:pos:R:3:forces:R:3
Ag 0.343 4.233 3.950 0.436 -1.086 -0.559
Ag -1.679 -0.359 -0.939 0.666 0.236 -0.035
Ag 4.577 3.268 1.743 -0.639 -0.372 0.535
Ag 2.407 -3.462 0.523 -1.083 0.175 -0.035
Ag 2.731 0.441 4.639 -0.389 0.709 -0.866
C -1.644 -4.318 -0.626 2.044 -2.935 -0.339
O -1.244 -5.103 -1.525 1.109 0.154 -0.474
O -0.968 -4.017 0.398 2.158 0.989 0.948
O -2.802 -3.988 -0.616 -4.450 2.300 -0.161
C -1.004 2.346 -3.578 0.525 1.316 1.301
O -0.127 2.835 -4.371 -2.023 -0.734 2.051
O -1.645 1.276 -3.808 0.171 -0.275 0.106
O -1.373 2.853 -2.372 1.276 -0.889 -2.835
C 0.508 1.048 1.586 0.210 -9.840 4.885
O 0.921 -0.023 1.036 -0.854 -3.471 -2.265
O 0.876 2.016 1.186 3.432 14.181 -6.565
O 0.125 0.953 2.772 -2.590 -0.457 4.307
```
Positions in Å, forces in eV/Å.

Values from the calculation:
Net charge: -1
HOMO-LUMO gap, eV: 2.1
Energy above the lowest of the compared OMol25 structures with the same formula, charge and spin, kcal per mole: 245.4
E_HOMO, eV: -3.30
Max |F|, eV Å⁻¹: 16.0

Record 4
The following is a DFT calculation (ωB97M-V/def2-TZVPD) of an isolated molecule of C6H11N.

```
18
Properties=species:S:1:pos:R:3:forces:R:3
C -1.729 -1.097 -0.266 -0.086 -0.001 0.014
C -0.420 -0.951 0.492 -0.086 -0.184 0.085
C 0.542 0.227 0.024 0.187 -0.215 -0.069
C 1.084 1.082 1.189 0.035 -0.130 0.035
C 0.031 1.175 -1.082 -0.046 -0.145 -0.033
C 1.548 -0.728 -0.471 1.431 -0.353 -0.736
N 2.113 -1.705 -0.738 0.178 1.283 -0.140
H -2.396 -0.235 -0.164 0.111 -0.091 0.016
H -2.245 -1.979 0.122 -0.074 0.116 -0.090
H -1.548 -1.269 -1.334 -0.044 0.042 0.209
H 0.197 -1.860 0.287 -1.341 0.521 0.832
H -0.561 -0.868 1.576 -0.189 0.022 -0.159
H 1.461 0.454 2.000 -0.032 0.032 -0.071
H 1.903 1.733 0.856 -0.179 -0.191 -0.004
H 0.296 1.732 1.594 0.065 -0.254 -0.172
H 0.839 1.836 -1.425 -0.119 -0.229 0.149
H -0.343 0.632 -1.952 0.035 0.029 0.100
H -0.772 1.821 -0.707 0.152 -0.250 0.035
```
Positions in Å, forces in eV/Å.

Values from the calculation:
Net charge: 0
HOMO-LUMO gap, eV: 11.4
Energy above the lowest of the compared OMol25 structures with the same formula, charge and spin, kcal per mole: 19.9
E_HOMO, eV: -10.66
Max |F|, eV Å⁻¹: 1.7